# 1
C7H7BN2O2 | the ωB97M-V functional and the def2-TZVPD basis

Values from the calculation:
E_LUMO = -0.33 eV
charge = 0
ΔE to the lowest compared entry with this formula, charge and spin = 48.6 kcal/mol
orbital gap = 8.513 eV
highest occupied orbital energy = -0.32501 Eh

Atoms and positions in Å:
B (2.326975, 0.948173, -0.009345)
C (-2.640357, -0.712356, 0.030836)
C (-2.585192, 0.670565, 0.020076)
C (-1.463851, -1.431430, 0.029797)
C (-1.358742, 1.302123, -0.001287)
C (-0.211093, -0.817270, 0.019988)
C (-0.165212, 0.581131, -0.005022)
C (0.955557, -1.774921, 0.000773)
N (1.014783, 1.353188, -0.064397)
N (2.142402, -1.277216, 0.325339)
O (0.767374, -2.964061, -0.234095)
O (3.545967, 1.399653, -0.064294)
H (-3.592384, -1.219953, 0.039553)
H (-3.489862, 1.258225, 0.024000)
H (-1.472497, -2.512511, 0.033002)
H (-1.313537, 2.384947, -0.016451)
H (0.795029, 2.340791, -0.166563)
H (2.959607, -1.852310, 0.184585)
H (3.785031, 2.323234, -0.146499)

Atoms 1-2, force components in eV/Å:
B -1.27 -4.12 0.63
C -0.04 0.01 0.03

---

# 2
C7H7BrFI | the ωB97M-V functional and the def2-TZVPD basis

Values from the calculation:
E_LUMO (spin up / spin down) = 0.44 / -0.93 eV
charge = 0
orbital gap (spin up / spin down) = 8.201 / 7.694 eV
highest occupied orbital energy (spin up / spin down) = -0.28537 / -0.31691 Eh
2S+1 = 3

Atoms and positions in Å:
C (0.276370, 0.152444, -2.203758)
C (1.561227, -0.261907, -1.777517)
C (-0.617785, 0.774036, -1.392742)
C (1.979059, -0.691054, -0.583779)
C (-0.491339, 0.932813, 0.148546)
C (-0.823126, -0.350143, 0.955402)
C (-0.865533, -0.261844, 2.461601)
F (0.701703, 1.350075, 0.559391)
Br (3.453754, -1.481755, 0.255225)
I (-2.018921, -1.746048, 0.026456)
H (-0.038053, -0.107793, -3.150560)
H (2.275733, -0.336422, -2.583833)
H (-1.566633, 1.045879, -1.851211)
H (-1.115265, 1.777562, 0.523307)
H (0.024637, -0.452419, 3.076839)
H (-1.505542, -1.087158, 2.731900)
H (-1.230286, 0.743732, 2.804740)

Atoms 1-2, force components in eV/Å:
C -1.85 1.78 3.50
C 2.56 -1.57 0.96

---

# 3
C7H7BrNO4S | the ωB97M-V functional and the def2-TZVPD basis

Values from the calculation:
E_LUMO = 2.95 eV
charge = -1
ΔE to the lowest compared entry with this formula, charge and spin = 0.0 kcal/mol
orbital gap = 8.025 eV
highest occupied orbital energy = -0.18646 Eh

Atoms and positions in Å:
C (-1.140891, 1.387735, -0.109115)
C (-2.517917, -0.523494, 0.377995)
C (-0.038095, 0.557930, -0.203050)
C (-1.403158, -1.339923, 0.289459)
C (-2.392749, 0.850706, 0.181395)
C (-0.169656, -0.797274, 0.002922)
C (4.636463, 0.400863, -0.010349)
N (-3.499505, 1.694535, 0.335271)
O (1.164140, -2.286771, -1.624339)
O (1.115828, -2.960473, 0.734285)
O (2.425047, -0.998435, 0.028632)
O (5.312630, 0.205088, 0.936449)
S (1.254317, -1.874173, -0.225991)
Br (3.597947, 1.992524, -0.174472)
H (-1.037833, 2.454212, -0.262104)
H (-3.491179, -0.940675, 0.602311)
H (0.935178, 0.956854, -0.437123)
H (-1.470916, -2.406109, 0.440435)
H (4.511703, -0.213838, -0.900446)
H (-3.402324, 2.585981, -0.129889)
H (-4.389031, 1.254727, 0.147727)

Atoms 1-2, force components in eV/Å:
C -0.13 -0.14 0.01
C 0.04 0.12 -0.03

---

# 4
C7H7CaO6S | the ωB97M-V functional and the def2-TZVPD basis

Values from the calculation:
E_LUMO (spin up / spin down) = -4.50 / -4.44 eV
charge = +1
ΔE to the lowest compared entry with this formula, charge and spin = 37.4 kcal/mol
orbital gap (spin up / spin down) = 5.280 / 5.304 eV
highest occupied orbital energy (spin up / spin down) = -0.35939 / -0.35794 Eh

Atoms and positions in Å:
O (0.350797, 3.967900, -4.307051)
C (0.090766, 3.061168, -3.639756)
Ca (-1.194671, 0.869705, -0.103044)
O (0.272993, 4.160116, 0.200722)
C (-0.140203, 3.090729, 0.063957)
C (0.243673, -0.337512, -1.977703)
O (0.694169, -1.453715, -2.148199)
C (1.248881, 0.869929, -1.593049)
O (2.347896, 1.242747, -1.838127)
C (-3.266509, 1.161573, -1.765331)
O (-4.243653, 1.105757, -2.361101)
H (-0.867110, 0.062729, -2.074491)
C (0.008113, -1.471850, 3.436114)
S (1.036478, -0.980313, 2.088401)
C (1.006943, -2.431345, 1.053281)
O (0.029909, -0.089653, 1.310019)
H (0.596982, -1.962720, 4.205429)
H (-0.719130, -2.153095, 3.005306)
H (-0.485718, -0.586414, 3.837751)
H (1.776209, -3.083803, 1.492256)
H (-0.007120, -2.840067, 1.125020)
H (1.220297, -2.201875, -0.010410)

Atoms 1-2, force components in eV/Å:
O -0.81 -3.08 2.23
C 0.74 3.08 -2.20

---

# 5
C7H7Cl | the ωB97M-V functional and the def2-TZVPD basis

Values from the calculation:
E_LUMO = 0.79 eV
charge = 0
structure (SMILES) = Cl/C=C\C1=CC=CC1
ΔE to the lowest compared entry with this formula, charge and spin = 73.0 kcal/mol
orbital gap = 9.183 eV
highest occupied orbital energy = -0.30841 Eh

Atoms and positions in Å:
C (1.747829, 1.125407, 1.803704)
C (0.630561, 0.386037, 1.613970)
C (0.157556, -0.159003, 0.259773)
C (0.674409, -0.062695, -0.959770)
C (-0.386249, -0.482421, -2.055670)
C (-1.477414, -0.841464, -1.389499)
C (-1.312629, -0.739462, -0.001010)
H (2.100509, 1.315753, 2.787953)
H (0.161982, 0.248136, 2.534838)
H (1.582037, 0.474654, -0.989557)
H (-0.468939, -0.428849, -3.108891)
H (-2.365681, -1.184078, -1.956270)
H (-2.174199, 0.196191, 0.015562)
H (-1.820927, -1.605797, 0.660858)
Cl (2.951154, 1.757592, 0.784012)

Atoms 1-2, force components in eV/Å:
C -0.85 -0.98 0.46
C 2.14 0.49 -3.52

---

# 6
C7H7Cl3NO4P | the ωB97M-V functional and the def2-TZVPD basis

Values from the calculation:
E_LUMO = 0.57 eV
charge = 0
structure (SMILES) = O=[PH2]OC(=O)Oc1ccccn1.ClC(Cl)Cl
orbital gap = 10.579 eV
highest occupied orbital energy = -0.36773 Eh

Atoms and positions in Å:
O (1.149066, -0.912260, 0.010745)
P (2.401181, -0.336341, -0.505403)
O (2.387182, 1.254465, -0.746071)
C (1.661707, 2.037820, 0.152317)
O (1.945890, 2.138954, 1.296962)
O (0.653299, 2.656392, -0.499527)
C (-0.482507, 1.852388, -0.663479)
C (-0.828934, 1.477468, -1.952663)
C (-1.945569, 0.664368, -2.089627)
C (-2.632498, 0.276114, -0.947283)
C (-2.183324, 0.733415, 0.285519)
N (-1.118153, 1.518867, 0.428915)
H (3.503057, -0.592707, 0.315321)
H (2.756304, -0.766608, -1.783746)
H (-0.241308, 1.807767, -2.797151)
H (-2.256143, 0.329426, -3.070575)
H (-3.500011, -0.368586, -1.000726)
H (-2.701222, 0.448856, 1.192933)
C (0.294096, -2.800670, 2.372900)
Cl (1.559606, -4.018053, 2.588472)
Cl (-1.308331, -3.531305, 2.505872)
Cl (0.485349, -1.486094, 3.527933)
H (0.401260, -2.383674, 1.378361)

Atoms 1-2, force components in eV/Å:
O 0.06 0.10 -0.11
P -0.26 -0.56 0.29

---

# 7
C7H7ClIN3 | the ωB97M-V functional and the def2-TZVPD basis

Values from the calculation:
E_LUMO (spin up / spin down) = -0.31 / -0.79 eV
charge = 0
orbital gap (spin up / spin down) = 6.577 / 5.930 eV
highest occupied orbital energy (spin up / spin down) = -0.25295 / -0.24682 Eh

Atoms and positions in Å:
C (-0.970900, -2.432176, 0.303737)
C (0.765812, -2.688515, -1.121817)
C (-1.005112, -1.006705, 0.079783)
C (0.212600, -0.567238, -0.551628)
C (0.467532, 1.633849, 0.431412)
C (-2.033672, -0.202831, 0.503337)
C (1.269077, 2.879562, 0.465272)
N (-0.140593, -3.228019, -0.291338)
N (1.007644, -1.409868, -1.221892)
N (0.733880, 0.691880, -0.454366)
Cl (-3.413312, -0.900005, 1.295827)
I (-2.434844, 1.680832, -0.374633)
H (-1.664519, -2.882072, 1.001603)
H (1.391362, -3.369180, -1.678048)
H (-0.115488, 1.360161, 1.293333)
H (1.458712, 3.261302, -0.535580)
H (2.235493, 2.682696, 0.941033)
H (0.760913, 3.640231, 1.046867)
H (1.475416, 0.856096, -1.132909)

Atoms 1-2, force components in eV/Å:
C -0.16 0.07 0.04
C 0.40 0.32 -0.21

---

# 8
C7H7ClN3 | the ωB97M-V functional and the def2-TZVPD basis

Values from the calculation:
E_LUMO (spin up / spin down) = -4.63 / -7.46 eV
charge = +1
ΔE to the lowest compared entry with this formula, charge and spin = 15.4 kcal/mol
orbital gap (spin up / spin down) = 6.960 / 7.344 eV
highest occupied orbital energy (spin up / spin down) = -0.42603 / -0.54417 Eh
2S+1 = 3

Atoms and positions in Å:
C (2.777975, -0.428709, -0.069376)
C (-1.900670, -0.992751, 1.033628)
C (-0.746834, -1.697723, 1.372130)
C (-1.838431, 0.069439, 0.156191)
C (0.453458, -1.274007, 0.872648)
C (-0.631242, 0.629993, -0.253399)
C (-0.210003, 1.864979, -0.729110)
N (3.834540, -0.888014, -0.047746)
N (0.523811, -0.164328, 0.081699)
N (1.686416, 0.256121, -0.297703)
Cl (0.034553, 1.584177, -2.882954)
H (-2.727474, -1.445171, 1.425243)
H (-0.891665, -2.456542, 2.084231)
H (-2.837333, 0.621408, -0.078073)
H (1.306409, -1.780264, 1.076313)
H (0.892664, 2.188268, -0.575558)
H (-0.932410, 2.610790, -0.659471)
H (1.206235, 1.302333, -2.508693)

Atoms 1-2, force components in eV/Å:
C -1.25 0.70 -0.36
C 2.38 0.48 -1.72

---

# 9
C7H7ClO2 | the ωB97M-V functional and the def2-TZVPD basis

Values from the calculation:
E_LUMO = 0.11 eV
charge = 0
ΔE to the lowest compared entry with this formula, charge and spin = 118.8 kcal/mol
orbital gap = 8.334 eV
highest occupied orbital energy = -0.30238 Eh

Atoms and positions in Å:
C (2.105168, 1.679416, 0.466106)
C (3.362227, 1.474599, -0.127418)
C (1.438722, 0.511717, 0.552187)
C (2.379154, -0.429332, 0.164542)
C (-3.928071, -0.706926, 0.036432)
C (-2.663895, -0.376215, 0.323716)
C (-1.523083, -0.537499, -0.587759)
O (3.533435, 0.204796, -0.288073)
O (-1.518593, -1.684822, -1.269038)
Cl (2.285395, -2.131548, -0.184489)
H (1.687863, 2.651861, 0.750693)
H (4.246676, 2.103657, -0.188468)
H (-4.684452, -0.526353, 0.800132)
H (-4.209043, -1.176553, -0.887123)
H (-2.222363, 0.076296, 1.318370)
H (0.512073, 0.294772, 1.049678)
H (-0.801208, -1.427868, -1.929480)

Atoms 1-2, force components in eV/Å:
C 2.01 4.27 -1.03
C -1.74 2.56 2.05

---

# 10
C7H7F2INO2 | the ωB97M-V functional and the def2-TZVPD basis

Values from the calculation:
E_LUMO = 2.72 eV
charge = -1
structure (SMILES) = C/C=C(C(=O)[O-])/C(=N/C)C(F)(F)I
ΔE to the lowest compared entry with this formula, charge and spin = 9.4 kcal/mol
orbital gap = 7.087 eV
highest occupied orbital energy = -0.16042 Eh

Atoms and positions in Å:
C (-0.821739, 1.416357, -0.891896)
C (-0.297844, 0.657075, 0.040904)
C (0.043275, -0.735578, -0.017273)
C (0.197103, 1.156444, 1.608673)
C (-1.117428, 2.882926, -0.663445)
C (-0.535079, -3.077728, 0.001221)
C (1.739321, -1.007800, -0.116634)
N (-0.763237, -1.688757, 0.134683)
O (1.396025, 1.517014, 1.637555)
O (-0.806771, 1.189525, 2.382410)
F (2.045340, -2.108308, -0.877248)
F (2.091668, -1.381820, 1.165898)
I (2.943698, 0.634485, -0.761455)
H (-0.942218, 0.919197, -1.797381)
H (-0.433342, 3.351151, 0.094957)
H (-0.794621, 3.523228, -1.476592)
H (-2.188252, 3.069241, -0.637283)
H (-1.208714, -3.291302, -0.878057)
H (-1.057938, -3.576863, 0.937506)
H (0.510745, -3.448478, 0.113464)

Atoms 1-2, force components in eV/Å:
C 0.52 1.11 1.60
C 1.21 0.28 3.09

---

# 11
C7H7FN2O2 | the ωB97M-V functional and the def2-TZVPD basis

Values from the calculation:
E_LUMO = -0.83 eV
charge = 0
ΔE to the lowest compared entry with this formula, charge and spin = 70.7 kcal/mol
orbital gap = 7.548 eV
highest occupied orbital energy = -0.30774 Eh

Atoms and positions in Å:
C (0.138074, -1.601150, -1.898367)
C (-0.997197, -2.248305, -1.486972)
C (0.694598, -0.641097, -1.100762)
C (-1.610331, -1.923294, -0.266019)
C (0.206483, -0.417105, 0.185777)
C (-0.958135, -1.088793, 0.639224)
C (0.903778, 0.432635, 1.048503)
N (0.731822, 3.136920, 1.173948)
N (0.054400, 2.271636, 0.543022)
O (0.503259, 4.375230, 1.096348)
O (-0.935670, 2.175536, -0.171605)
F (-1.300074, -0.835247, 1.908084)
H (0.752659, -1.900331, -2.846219)
H (-1.478654, -3.004566, -2.054064)
H (1.625131, -0.062034, -1.285944)
H (-2.429824, -2.551561, 0.013823)
H (0.759695, 0.412652, 2.169581)
H (1.811239, 0.777297, 0.689140)
H (1.528746, 2.691579, 1.642502)

Atoms 1-2, force components in eV/Å:
C 2.15 -0.61 -2.70
C -0.56 0.78 1.04

---

# 12
C7H7FO2 | the ωB97M-V functional and the def2-TZVPD basis

Values from the calculation:
E_LUMO (spin up / spin down) = 0.75 / -1.62 eV
charge = 0
orbital gap (spin up / spin down) = 6.880 / 7.690 eV
highest occupied orbital energy (spin up / spin down) = -0.22536 / -0.34218 Eh
2S+1 = 3

Atoms and positions in Å:
C (-2.554109, -0.118917, 0.297651)
C (-1.856163, -1.293223, 0.056974)
C (-1.916768, 1.120876, 0.101633)
C (-0.472837, -1.279945, -0.015113)
C (-0.536496, 1.158218, -0.060298)
C (0.090742, -0.023226, 0.119304)
C (2.353032, -0.026673, 0.007200)
O (2.819776, -0.327050, -1.224059)
O (2.626754, 1.220735, 0.448535)
F (2.777448, -0.926867, 0.994548)
H (-3.663482, -0.303383, 0.386675)
H (-2.552173, -2.084730, -0.033453)
H (-2.437931, 1.996020, 0.045617)
H (0.046012, -2.113693, -0.149382)
H (-0.169484, 2.154212, -0.258694)
H (2.095353, -0.510188, -1.791170)
H (3.350321, 1.357833, 1.074024)

Atoms 1-2, force components in eV/Å:
C -1.03 0.37 -1.04
C -0.43 1.15 0.67